Entry 1:
{
  "formula": "C4H12NO",
  "method": "ωB97M-V/def2-TZVPD",
  "largest_force_ev_per_a": 2.63,
  "total_charge": 1,
  "gap_ev": 10.8,
  "e_above_lowest_kcal_mol": 45.2,
  "homo_ha": -0.5203,
  "species": ["H", "H", "H", "N", "H", "H", "H", "H", "C", "C", "C", "H", "H", "O", "H", "H", "C", "H"],
  "positions_angstrom": [[2.358846, -0.503081, 0.354777], [3.731333, 0.928409, 0.291783], [-2.853142, -2.426072, -1.386040], [-1.747335, -0.009850, 0.438052], [-1.994550, -0.879810, -0.125826], [-2.621264, -3.276279, -0.111356], [0.134117, -0.143253, 1.447676], [-2.344903, -0.123782, 1.287663], [0.331202, 0.807451, -0.503788], [2.666159, 0.642155, 0.445025], [1.737404, 1.291556, -0.587581], [-0.250300, 0.623093, -1.389433], [1.701598, 2.380152, -0.450901], [-2.839359, -2.390769, -0.420970], [2.550052, 0.835201, 1.524913], [2.062226, 1.098092, -1.613865], [-0.303416, 0.324054, 0.582118], [-2.318668, 0.822731, 0.217755]],
  "atomic_forces_ev_per_a": [[1.7, 2.0, 0.1], [-0.7, -0.8, -0.4], [-0.2, -0.3, 0.1], [-2.1, 0.3, 0.6], [0.1, 0.7, 0.4], [0.0, -0.1, -0.1], [0.1, 0.7, 0.5], [1.6, -0.9, 0.3], [-0.9, -1.2, 1.5], [-0.3, -2.2, 0.1], [-0.2, 0.2, 0.5], [-0.2, 1.1, -0.7], [0.0, -0.1, -0.2], [0.2, 0.4, -0.2], [-0.7, 0.5, -0.5], [0.3, 0.1, 0.2], [0.5, -0.3, -0.8], [0.8, -0.1, -1.5]],
  "mulliken_charge": [0.272, 0.323, 0.343, -0.323, 0.369, 0.341, 0.355, 0.374, -0.400, -1.141, -0.236, 0.377, 0.298, -0.712, 0.298, 0.315, -0.247, 0.394]
}

***

Entry 2:
{
  "formula": "C4H12NO",
  "method": "ωB97M-V/def2-TZVPD",
  "largest_force_ev_per_a": 4.95,
  "total_charge": 1,
  "gap_ev": 3.8,
  "e_above_lowest_kcal_mol": 216.1,
  "homo_ha": -0.5075,
  "species": ["H", "H", "C", "C", "H", "H", "H", "H", "H", "C", "C", "H", "H", "O", "N", "H", "H", "H"],
  "positions_angstrom": [[1.768007, 3.011085, -0.407850], [0.849989, -0.962840, -2.342205], [1.735238, -0.527011, -0.362530], [0.882755, -1.399944, -1.367360], [-1.696184, 1.052347, 0.237510], [1.574229, -1.068370, 0.681394], [0.279455, 0.813977, 0.081522], [2.975696, 1.867464, -1.123128], [-4.530698, -0.544732, 1.916293], [1.327032, 0.948538, -0.309824], [2.051851, 2.044268, -0.679153], [2.722471, -0.611790, -0.869828], [-0.223261, -1.385740, -1.008837], [-1.205755, 0.201811, 0.292832], [-3.598552, -0.914797, 1.999073], [1.317642, -2.335814, -1.395090], [-2.942268, -0.623882, 1.249267], [-3.240428, -0.817716, 2.958000]],
  "atomic_forces_ev_per_a": [[-0.3, 1.5, 0.4], [0.3, 0.3, -0.7], [-1.1, -1.8, 0.2], [-3.0, 3.4, 2.0], [0.3, -0.1, 0.0], [1.1, 1.3, -2.0], [-3.3, -0.2, 0.0], [1.4, -0.2, -1.3], [-0.1, 0.2, -0.1], [4.0, 0.1, -1.9], [-3.1, -3.0, 2.2], [0.2, 0.5, 1.4], [1.9, -0.6, -0.6], [0.9, 1.0, 0.4], [1.0, 0.3, 0.1], [0.6, -2.2, 0.1], [-0.4, -0.5, 0.6], [-0.1, 0.0, -0.8]],
  "mulliken_charge": [0.325, 0.353, -0.342, -1.003, 0.355, 0.287, 0.104, 0.287, 0.287, 0.517, -0.665, 0.334, 0.279, -0.540, -0.480, 0.368, 0.249, 0.285]
}

***

Entry 3:
{
  "formula": "C4H12NO",
  "method": "ωB97M-V/def2-TZVPD",
  "largest_force_ev_per_a": 5.86,
  "total_charge": 1,
  "gap_ev": 5.0,
  "e_above_lowest_kcal_mol": 153.7,
  "homo_ha": -0.5104,
  "species": ["H", "O", "H", "N", "H", "H", "C", "C", "H", "C", "H", "H", "C", "H", "H", "H", "H", "H"],
  "positions_angstrom": [[3.186313, -1.116101, -1.372755], [-2.320094, 1.366445, 2.684011], [3.387187, 0.597446, -1.766955], [-1.100563, -0.694750, 1.557959], [-3.039858, 1.147287, 3.301893], [-0.919966, -1.710020, 1.505025], [0.500437, -0.899906, -0.507151], [2.822492, -0.113593, -1.143711], [-3.255306, 0.891167, -1.198260], [-0.296444, -0.369995, 0.547355], [-1.922268, 0.472813, 2.381257], [1.041475, 1.121743, -1.091087], [1.328281, 0.076723, -1.296725], [1.147291, 0.017410, -2.376385], [-0.125825, 0.739073, 0.477621], [2.993459, 0.114958, -0.130815], [0.251448, -1.951267, -0.731561], [-3.678056, 0.310568, -0.839716]],
  "atomic_forces_ev_per_a": [[-0.2, 0.0, 0.0], [0.5, -1.9, -0.4], [-0.5, -0.2, 0.2], [3.5, -2.5, -3.9], [0.4, 0.1, -0.3], [-1.2, -0.6, 1.2], [-0.6, -0.5, -0.9], [1.0, -0.3, -0.4], [-1.0, -1.3, 0.8], [-0.8, 5.2, 2.2], [-1.4, 2.4, 1.2], [0.1, -0.5, 0.5], [-1.6, -0.2, -0.4], [-0.5, -0.8, -0.1], [-0.8, -0.7, 0.3], [0.9, 0.2, 1.3], [1.0, 0.2, -0.5], [1.0, 1.3, -0.8]],
  "mulliken_charge": [0.371, -0.660, 0.330, -0.362, 0.336, 0.248, 0.241, -1.139, -0.014, -0.159, 0.470, 0.362, -0.425, 0.333, 0.318, 0.370, 0.362, 0.019]
}

***

Entry 4:
{
  "formula": "C4H12NO",
  "method": "ωB97M-V/def2-TZVPD",
  "largest_force_ev_per_a": 5.63,
  "total_charge": 1,
  "gap_ev": 11.3,
  "e_above_lowest_kcal_mol": 52.6,
  "homo_ha": -0.5378,
  "species": ["H", "H", "H", "H", "C", "C", "C", "H", "H", "H", "H", "O", "H", "H", "N", "C", "H", "H"],
  "positions_angstrom": [[0.978788, -0.306678, 1.453439], [1.315314, -1.579767, 0.371727], [-0.355252, -3.410215, 1.335710], [-0.380273, -1.751550, -1.478951], [0.331170, 1.606441, -0.396021], [-0.141770, -0.717199, -1.450396], [0.364936, 0.114421, -0.525727], [-0.681291, -0.034019, -2.341699], [-1.144100, 1.223291, 1.336900], [2.187219, -0.219117, 0.234913], [0.138385, 2.048227, -1.396285], [-0.401817, -2.535623, 0.921214], [1.344766, 1.943175, -0.011612], [-1.860403, 1.861596, -0.256689], [1.272315, -0.527092, 0.517573], [-0.908049, 1.882065, 0.404360], [-1.159683, -2.379542, 0.392180], [-0.900253, 2.781587, 0.889363]],
  "atomic_forces_ev_per_a": [[0.3, 0.1, 0.7], [-0.8, 1.3, 0.6], [-0.7, 0.3, -0.4], [0.7, -0.7, 0.1], [0.6, -0.7, -0.9], [-2.0, 4.9, -2.0], [0.9, -2.3, -1.1], [1.4, -2.2, 2.4], [0.7, 0.4, -1.8], [0.7, 0.6, 0.7], [0.6, -0.3, 0.5], [1.9, -0.1, 1.1], [-1.4, 0.1, -0.2], [1.7, -0.1, 1.1], [-0.5, -1.5, -2.0], [-2.8, -2.0, 0.9], [-1.3, -0.5, -0.4], [0.2, 2.8, 0.8]],
  "mulliken_charge": [0.344, 0.391, 0.309, 0.485, -0.470, -0.946, 0.233, 0.196, 0.261, 0.385, 0.311, -0.616, 0.320, 0.293, -0.214, -0.990, 0.305, 0.403]
}

***

Entry 5:
{
  "formula": "C4H12NO",
  "method": "ωB97M-V/def2-TZVPD",
  "largest_force_ev_per_a": 2.34,
  "total_charge": 2,
  "s_squared": 0.755,
  "gap_ev": [11.4, 7.1],
  "e_above_lowest_kcal_mol": 60.6,
  "multiplicity": 2,
  "homo_ha": [-0.7801, -0.7771],
  "species": ["C", "N", "H", "H", "H", "O", "C", "C", "H", "H", "H", "H", "C", "H", "H", "H", "H", "H"],
  "positions_angstrom": [[-0.678834, 0.428004, 0.747873], [1.076300, -0.528539, -1.923272], [-0.848136, -0.758866, -2.534114], [1.551047, -0.041890, -1.164227], [-0.103272, 1.019443, -2.295779], [-0.888581, -1.981403, 1.111154], [-0.083423, -0.875646, 1.384981], [-0.042383, -0.068764, -2.352848], [0.144224, 2.261723, -0.038915], [0.440708, 2.060309, 1.695960], [-1.796236, -1.776321, 1.456122], [1.156478, -1.546422, -1.905124], [0.373156, 1.536201, 0.737279], [0.909872, -1.104739, 0.977349], [-1.150553, 0.295887, -0.233686], [0.117913, -0.751901, 2.474721], [1.387208, 1.175473, 0.518302], [-1.565489, 0.657452, 1.344223]],
  "atomic_forces_ev_per_a": [[-1.6, 0.9, 0.4], [-1.3, -1.4, 0.8], [-0.2, 0.0, -1.2], [1.0, 0.6, -1.0], [-0.7, -0.2, -0.3], [-0.1, 1.5, 0.5], [1.7, -1.5, -0.7], [1.0, 0.9, 1.0], [-0.3, 0.1, 0.0], [-0.1, -0.2, -0.1], [0.0, -0.5, 0.0], [0.5, 0.1, 0.0], [0.4, -0.2, 0.4], [-0.3, -0.2, 0.0], [0.5, -0.7, 0.1], [-0.8, 0.3, 0.0], [-0.1, 0.0, 0.1], [0.2, 0.4, 0.3]],
  "mulliken_charge": [-0.394, -0.071, 0.361, 0.248, 0.428, -0.132, -0.253, -0.306, 0.331, 0.385, 0.460, 0.341, -1.276, 0.339, 0.310, 0.353, 0.409, 0.467]
}

***

Entry 6:
{
  "formula": "C4H12NO2",
  "method": "ωB97M-V/def2-TZVPD",
  "largest_force_ev_per_a": 2.65,
  "total_charge": -1,
  "gap_ev": 7.6,
  "e_above_lowest_kcal_mol": 20.0,
  "homo_ha": -0.1316,
  "species": ["H", "H", "H", "H", "O", "H", "H", "H", "H", "H", "C", "H", "N", "C", "C", "H", "O", "C", "H"],
  "positions_angstrom": [[-0.041187, -0.129480, 2.299925], [-0.970486, -0.625395, -1.224345], [1.133035, 1.304169, -1.578272], [0.638424, 2.072306, 0.980687], [-0.411697, -1.798716, 1.294894], [-0.250763, -2.326240, 0.379776], [1.560684, -0.033203, -0.742802], [1.181218, -0.452265, 1.047660], [0.935282, -0.234739, -2.493383], [-0.776122, 2.688021, 0.032006], [0.110045, -0.528475, 1.266675], [-1.786059, 0.212436, 0.614908], [-0.572207, 0.315808, -1.060044], [0.863292, 0.245828, -1.510674], [-0.447372, 1.960791, 0.776197], [0.715093, -2.494065, -1.205955], [-0.212429, -2.720081, -1.033659], [-0.729099, 0.471739, 0.421221], [-0.939657, 2.071566, 1.735184]],
  "atomic_forces_ev_per_a": [[0.5, -0.1, -0.2], [0.6, 0.3, -0.2], [0.2, 0.2, -0.8], [-0.4, 0.2, -0.3], [0.2, -0.8, 0.0], [-0.4, 0.5, -0.5], [0.3, -1.3, 0.0], [0.1, -0.1, -0.1], [0.2, -0.1, 0.6], [-0.1, -0.3, 0.1], [-1.4, 1.1, 1.2], [0.4, 0.2, 0.0], [0.2, -1.6, 0.2], [-1.7, 2.0, 0.3], [0.7, -1.4, 0.8], [-0.3, -0.2, -0.1], [0.5, 0.1, 0.3], [0.6, 0.4, -1.6], [-0.1, 0.7, 0.3]],
  "mulliken_charge": [0.323, 0.427, 0.351, 0.266, -0.618, 0.421, 0.265, 0.258, 0.327, 0.411, -0.677, 0.271, -0.550, -0.916, -1.565, 0.183, -1.035, 0.428, 0.430]
}

***

Entry 7:
{
  "formula": "C4H12NO2",
  "method": "ωB97M-V/def2-TZVPD",
  "largest_force_ev_per_a": 2.38,
  "total_charge": -1,
  "gap_ev": 6.1,
  "e_above_lowest_kcal_mol": 34.7,
  "homo_ha": -0.0966,
  "species": ["H", "H", "H", "C", "H", "O", "H", "C", "H", "H", "H", "H", "H", "H", "C", "N", "O", "C", "H"],
  "positions_angstrom": [[0.304911, -0.543702, 2.540605], [-1.480949, -0.743329, -2.216087], [-1.118460, -2.329083, -0.178628], [-0.924466, -0.459190, -1.310571], [2.742656, 0.765823, -1.521981], [3.586621, 0.828666, -2.003659], [3.288092, 1.199957, -2.838347], [0.100205, 1.274535, 1.407183], [-0.987731, 0.591499, -1.031372], [0.911611, 1.565551, 2.129247], [0.557202, 1.492874, 0.393476], [-2.614045, -1.307726, -0.255164], [0.972423, -0.807567, 0.951076], [-1.750816, -0.080141, 1.517252], [-1.523736, -1.325995, -0.203100], [-1.194989, -0.862249, 1.145333], [-1.115072, 1.808681, 1.516536], [0.131547, -0.323924, 1.479702], [0.114997, -0.744680, -1.521499]],
  "atomic_forces_ev_per_a": [[-0.1, -0.2, 0.1], [0.1, 0.6, -0.2], [-0.2, -0.6, -0.9], [-0.1, -1.1, -0.5], [0.4, 0.0, 0.2], [-0.7, 0.0, 0.1], [0.2, 0.1, -0.2], [0.7, -0.6, -1.3], [-0.2, 0.0, -0.3], [-0.3, 0.3, 0.1], [0.2, 0.2, 0.0], [0.0, -0.3, -0.2], [-0.3, 0.3, -0.2], [-0.4, -0.1, -0.9], [0.9, 1.4, 1.7], [0.2, 0.0, 1.3], [0.0, -0.2, 0.6], [-0.4, 0.0, 0.4], [-0.1, 0.2, 0.3]],
  "mulliken_charge": [0.322, 0.376, 0.274, -0.813, 0.356, -0.685, 0.311, -0.170, 0.249, 0.292, -0.034, 0.366, 0.242, 0.303, -0.514, -0.434, -0.894, -0.690, 0.141]
}

***

Entry 8:
{
  "formula": "C4H12NO2",
  "method": "ωB97M-V/def2-TZVPD",
  "largest_force_ev_per_a": 2.46,
  "total_charge": -1,
  "gap_ev": 6.2,
  "e_above_lowest_kcal_mol": 24.2,
  "homo_ha": -0.0852,
  "species": ["H", "C", "N", "H", "C", "H", "C", "H", "H", "C", "H", "H", "H", "H", "O", "H", "H", "H", "O"],
  "positions_angstrom": [[-2.217542, -2.571725, -1.405928], [0.362926, 1.512232, -1.441191], [-0.750068, -0.996211, 1.381368], [0.821205, 0.643420, -2.034078], [0.296307, -0.372438, 0.533956], [-0.434674, 1.899386, -2.117991], [-0.396961, 0.715583, -0.287562], [1.000017, 0.752616, 2.190807], [-0.418267, -1.862089, 1.782876], [1.461943, 0.169067, 1.393292], [0.643170, -1.064760, -0.240985], [-1.129463, 0.135218, -0.885422], [2.145415, 0.733661, 0.771697], [-1.051806, -0.337496, 2.077162], [1.247881, 2.365971, -0.925736], [2.111128, -0.655561, 1.734933], [-0.822984, 1.477337, 0.384909], [-1.596374, -1.887118, -0.166750], [-1.701928, -2.741702, -0.603917]],
  "atomic_forces_ev_per_a": [[0.3, 0.0, 0.3], [1.0, -1.3, 1.8], [0.3, -0.5, -1.2], [-0.1, 0.3, -0.1], [0.4, 1.2, -0.1], [-0.1, 0.2, 0.1], [-0.4, 0.1, -1.2], [0.5, 0.1, 0.1], [0.0, 0.1, 0.4], [0.0, -1.1, -0.9], [0.1, -0.4, 0.5], [-0.6, 0.4, 0.6], [-0.3, 0.8, -0.1], [0.0, 0.0, 0.3], [0.0, 0.4, -0.6], [-0.6, 0.0, 0.6], [-0.3, -0.2, -0.2], [0.0, 0.4, 0.5], [-0.4, -0.6, -0.8]],
  "mulliken_charge": [0.310, -0.517, -0.637, 0.130, 0.258, 0.257, -0.514, 0.285, 0.208, -1.373, 0.354, 0.163, 0.384, 0.222, -0.859, 0.348, 0.274, 0.412, -0.704]
}

***

What did the third record say?
{
  "formula": "C4H12NO",
  "method": "ωB97M-V/def2-TZVPD",
  "largest_force_ev_per_a": 5.86,
  "total_charge": 1,
  "gap_ev": 5.0,
  "e_above_lowest_kcal_mol": 153.7,
  "homo_ha": -0.5104,
  "species": ["H", "O", "H", "N", "H", "H", "C", "C", "H", "C", "H", "H", "C", "H", "H", "H", "H", "H"],
  "positions_angstrom": [[3.186313, -1.116101, -1.372755], [-2.320094, 1.366445, 2.684011], [3.387187, 0.597446, -1.766955], [-1.100563, -0.694750, 1.557959], [-3.039858, 1.147287, 3.301893], [-0.919966, -1.710020, 1.505025], [0.500437, -0.899906, -0.507151], [2.822492, -0.113593, -1.143711], [-3.255306, 0.891167, -1.198260], [-0.296444, -0.369995, 0.547355], [-1.922268, 0.472813, 2.381257], [1.041475, 1.121743, -1.091087], [1.328281, 0.076723, -1.296725], [1.147291, 0.017410, -2.376385], [-0.125825, 0.739073, 0.477621], [2.993459, 0.114958, -0.130815], [0.251448, -1.951267, -0.731561], [-3.678056, 0.310568, -0.839716]],
  "atomic_forces_ev_per_a": [[-0.2, 0.0, 0.0], [0.5, -1.9, -0.4], [-0.5, -0.2, 0.2], [3.5, -2.5, -3.9], [0.4, 0.1, -0.3], [-1.2, -0.6, 1.2], [-0.6, -0.5, -0.9], [1.0, -0.3, -0.4], [-1.0, -1.3, 0.8], [-0.8, 5.2, 2.2], [-1.4, 2.4, 1.2], [0.1, -0.5, 0.5], [-1.6, -0.2, -0.4], [-0.5, -0.8, -0.1], [-0.8, -0.7, 0.3], [0.9, 0.2, 1.3], [1.0, 0.2, -0.5], [1.0, 1.3, -0.8]],
  "mulliken_charge": [0.371, -0.660, 0.330, -0.362, 0.336, 0.248, 0.241, -1.139, -0.014, -0.159, 0.470, 0.362, -0.425, 0.333, 0.318, 0.370, 0.362, 0.019]
}